1.
Formula: C14H10N7O4
Source: OMol25
Level of theory: ωB97M-V/def2-TZVPD

Element x y z (Å)
C  0.82556  0.46775  -1.86093
C  0.51445  -0.40614  -0.64903
C  0.01057  -1.74954  -0.96912
N  -0.32406  -2.77800  -1.40590
C  1.94857  -0.67397  0.16580
C  2.76354  0.42072  0.46160
C  3.88238  0.30239  1.29144
C  4.25312  -0.95757  1.77479
C  3.53589  -2.09167  1.38365
C  2.39479  -1.93932  0.56396
H  1.06585  1.46841  -1.49517
H  1.66313  0.02823  -2.41188
H  -0.08736  0.49800  -2.45833
H  2.53170  1.39303  0.01002
H  4.44159  1.19654  1.56743
H  5.07602  -1.04205  2.48697
H  3.83787  -3.08081  1.72113
H  1.89425  -2.85193  0.22762
O  -4.97914  2.44189  -1.70020
N  -4.76036  1.39320  -1.07369
O  -5.67235  0.55190  -0.91917
C  -3.44567  1.08109  -0.51319
C  -3.17331  -0.15812  0.08814
C  -1.88159  -0.53483  0.38298
N  -1.63095  -1.67302  1.22649
O  -2.58767  -2.40380  1.55266
O  -0.48417  -1.86017  1.68856
C  -0.60671  0.23623  0.14410
N  -1.07982  1.56393  -0.29854
N  -0.28510  2.66545  -0.27850
N  -1.03834  3.69527  -0.59429
N  -2.31253  3.30743  -0.80419
C  -2.35359  1.98980  -0.57222
H  -3.99293  -0.85068  0.27303
H  0.05636  0.35037  0.99398

Summary:
HOMO-LUMO gap, eV: 7.293
Total charge: -1



2.
Formula: C14H11AsNO3PdS5
Source: OMol25
Level of theory: ωB97M-V/def2-TZVPD

Element x y z (Å)
Pd  0.50923  1.94607  -2.35009
S  1.71037  3.95501  -2.41733
As  1.89763  3.31846  -4.64126
S  -0.24329  2.63895  -4.47735
S  3.04210  1.48721  -4.83679
S  2.45024  5.13486  -5.53604
N  0.28593  -0.17889  -3.00022
C  -0.18027  -1.16937  -2.04298
C  0.63497  -1.40957  -0.91773
C  0.23099  -2.38037  -0.07023
C  -0.99932  -3.00741  -0.21337
C  -1.88281  -2.66548  -1.25209
C  -1.44364  -1.74924  -2.17568
S  -1.65291  -4.20392  0.89512
O  -2.92018  -4.47046  0.25138
O  -1.78527  -3.66751  2.24079
O  -0.55537  -5.15969  0.69094
H  -0.24200  -0.19003  -3.85913
H  1.23474  -0.38580  -3.30365
H  1.49755  -0.74524  -0.72570
H  0.88960  -2.79822  0.71629
H  -2.90667  -3.10150  -1.32921
H  -2.05833  -1.48139  -3.04566
C  0.35986  2.01718  -0.50274
C  0.28318  1.78658  0.69150
C  0.20629  1.62747  2.09890
C  -0.21619  2.72919  2.90984
C  -0.25620  2.64581  4.27778
C  0.06709  1.37940  4.91551
C  0.45029  0.29982  4.12685
C  0.55300  0.43235  2.76128
H  -0.37791  3.67585  2.43331
H  -0.41731  3.53837  4.86302
H  0.20501  1.29610  6.01492
H  0.79099  -0.66220  4.56685
H  0.83858  -0.48236  2.24298

Summary:
Relative energy (zero: lowest compared OMol25 entry of this formula, charge and spin), kcal/mol: 30.8
Multiplicity: 5
Expectation value of S²: 6.05
HOMO-LUMO gap (alpha / beta), eV: 6.672 / 3.899
Total charge: -1



3.
Formula: C14H11BF4N5O4S4SbSeTc
Source: OMol25
Level of theory: ωB97M-V/def2-TZVPD

Element x y z (Å)
Tc  -1.68550  0.99827  -0.27879
N  0.01393  2.23076  3.53867
C  -0.38948  2.43492  2.29253
N  -0.50386  1.45150  1.44254
C  -0.31530  0.15570  1.86312
N  -0.67836  -0.57899  0.84381
N  -0.65071  -1.93570  0.89929
C  -0.95776  -2.52060  -0.16770
C  -0.27429  -1.07376  -1.98317
C  0.58233  -1.70908  -2.85261
C  1.51285  -0.93218  -3.52169
C  1.52762  0.43304  -3.29062
C  0.62152  0.97587  -2.40095
N  -0.28460  0.23656  -1.74111
C  0.10959  -0.14914  3.20183
C  0.32030  -1.43498  3.72062
C  0.69414  -1.58698  5.03464
C  0.86565  -0.46975  5.85809
C  0.65792  0.80148  5.37295
C  0.27411  0.95906  4.04516
H  0.10470  3.02692  4.15224
H  -0.60192  3.44618  1.97363
H  -1.04464  -3.59348  -0.24473
H  0.49797  -2.77515  -3.00557
H  2.20410  -1.38666  -4.21779
H  2.23126  1.08030  -3.79317
H  0.60861  2.03429  -2.18629
H  0.17900  -2.29191  3.08239
H  0.85258  -2.57784  5.43608
H  1.15920  -0.60355  6.89031
H  0.77842  1.66778  6.01120
S  -2.04670  6.11301  -0.87080
Sb  0.25112  6.83940  -0.55780
S  -1.69817  2.93479  -1.21210
S  -2.30270  4.37186  0.17618
S  1.20023  5.23483  0.61792
F  -2.90126  0.22856  3.05513
B  -3.66688  0.33513  1.90905
F  -3.13658  1.56071  1.19230
F  -4.98916  0.48643  2.10767
F  -3.34094  -0.69741  0.99749
O  -2.97715  -1.51762  -3.67396
Se  -3.39177  -1.32141  -2.16146
O  -4.18781  -2.40461  -1.34186
O  -1.26889  -1.83267  -1.36199
O  -3.24481  0.17375  -1.57823

Summary:
Relative energy (zero: lowest compared OMol25 entry of this formula, charge and spin), kcal/mol: 0.0
HOMO-LUMO gap (alpha / beta), eV: 6.909 / 6.909
Total charge: +1



4.
Formula: C14H11BO5
Source: OMol25
Level of theory: ωB97M-V/def2-TZVPD

Element x y z (Å)
O  -3.11530  0.62251  1.64264
C  -2.60771  0.69391  2.73437
O  -3.33197  0.78739  3.86281
C  -1.12470  0.69897  2.84216
C  -0.53822  1.30554  3.92573
C  0.83570  1.46148  3.96775
C  1.62933  0.97910  2.97145
C  1.04234  0.37429  1.85237
O  1.82301  -0.05042  0.78929
C  1.23643  -0.09734  -0.51019
C  0.33192  0.86790  -0.96849
C  -0.24667  0.71581  -2.19950
C  0.13919  -0.30031  -3.03680
C  1.09144  -1.23166  -2.60413
C  1.61341  -1.14801  -1.33469
B  0.91255  -2.33472  -3.70592
O  1.49367  -3.58305  -3.60223
O  0.02313  -1.92121  -4.74131
C  -0.41406  -0.65145  -4.37723
C  -0.36634  0.28027  1.78707
H  -4.27262  0.70973  3.59914
H  -1.14934  1.74734  4.66576
H  1.28698  2.00251  4.76854
H  2.66144  1.22723  2.93484
H  0.14170  1.76063  -0.40081
H  -0.97129  1.44408  -2.55631
H  2.37157  -1.84133  -1.01575
H  2.03851  -3.82237  -2.79898
H  -1.50708  -0.62567  -4.36482
H  -0.14074  0.13642  -5.08880
H  -0.88631  -0.20757  0.96207

Summary:
Relative energy (zero: lowest compared OMol25 entry of this formula, charge and spin), kcal/mol: 6.3
Structure (SMILES): O=C(O)c1cccc(Oc2ccc3c(c2)B(O)OC3)c1
HOMO-LUMO gap, eV: 9.012
Total charge: 0



5.
Formula: C14H11CuN3O4S
Source: OMol25
Level of theory: ωB97M-V/def2-TZVPD

Element x y z (Å)
Cu  1.28446  -1.13797  0.30711
O  0.92025  -1.97643  -3.55210
C  1.11480  -1.54372  -2.43521
O  1.18248  -2.21397  -1.32849
C  1.25991  -0.03312  -2.23374
C  1.21853  0.97134  -3.18381
C  1.31400  2.28732  -2.73868
C  1.42786  2.58234  -1.38124
C  1.46103  1.52206  -0.49584
N  1.39667  0.28639  -0.95979
C  1.48805  1.56067  1.03153
O  1.42994  2.63118  1.60502
O  1.51854  0.38431  1.57145
H  1.10568  0.71603  -4.22773
H  1.28682  3.09574  -3.45829
H  1.47865  3.59543  -1.00873
N  0.19631  -1.88672  4.28364
C  -0.01552  -1.77204  2.96683
S  0.92012  -2.74574  1.92195
N  -0.99760  -0.94160  2.59636
C  -1.40243  -0.58550  1.27461
C  -1.66755  -1.54585  0.30814
C  -2.04017  -1.13764  -0.96655
C  -2.17874  0.20963  -1.26107
C  -1.94619  1.16133  -0.27470
C  -1.55082  0.76761  0.99208
H  1.00990  -2.39498  4.58224
H  -0.28997  -1.31890  4.95749
H  -1.31992  -0.29891  3.30540
H  -1.56242  -2.59563  0.53881
H  -2.21219  -1.88338  -1.73114
H  -2.46831  0.51773  -2.25708
H  -2.05004  2.21547  -0.49563
H  -1.31216  1.50753  1.74716

Summary:
Relative energy (zero: lowest compared OMol25 entry of this formula, charge and spin), kcal/mol: 0.0
Multiplicity: 2
Expectation value of S²: 0.75
HOMO-LUMO gap (alpha / beta), eV: 9.030 / 8.746
Total charge: 0



6.
Formula: C14H11F3N4O7S
Source: OMol25
Level of theory: ωB97M-V/def2-TZVPD

Element x y z (Å)
C  -1.82712  -3.19283  0.49112
O  -0.83718  -3.25739  -0.57146
C  0.29795  -2.53288  -0.37180
C  1.30547  -2.60945  -1.36631
C  2.50707  -1.95295  -1.19065
C  2.75886  -1.18550  -0.02524
N  3.88536  -0.41611  0.15622
C  1.75208  -1.12444  0.96450
C  0.52895  -1.74974  0.78702
H  -2.60957  -3.86485  0.14548
H  -1.41089  -3.54197  1.45174
H  -2.21736  -2.16738  0.60363
H  1.09767  -3.20024  -2.25993
H  3.28581  -2.02346  -1.95174
H  4.20993  -0.37041  1.12122
H  4.65769  -0.62937  -0.47862
H  1.92390  -0.55022  1.87024
H  -0.24927  -1.66088  1.54934
O  0.55371  4.36315  2.37730
S  1.73672  3.62345  1.99000
O  1.85367  2.91480  0.74778
C  3.13869  4.87477  2.02856
F  2.94714  5.76207  1.04084
F  3.18368  5.53210  3.20589
F  4.31864  4.24761  1.83609
C  2.14182  2.47075  3.31630
C  3.01745  1.40071  3.05679
C  3.42684  0.67650  4.18024
N  4.32212  -0.38324  4.24794
O  4.93825  -1.02654  3.41658
O  4.45804  -0.67553  5.63596
N  3.68512  0.15962  6.39002
C  3.06648  0.98543  5.50166
C  2.15283  2.07212  5.74716
N  1.65075  2.43334  7.05775
O  2.07058  1.86476  8.08617
O  0.77922  3.33302  7.09534
C  1.72190  2.78992  4.62093
H  3.42046  1.16431  2.07763
H  1.06914  3.64081  4.75697

Summary:
HOMO-LUMO gap, eV: 4.752
Total charge: 0



7.
Formula: C14H11F4NO2S
Source: OMol25
Level of theory: ωB97M-V/def2-TZVPD

Element x y z (Å)
F  -3.19571  2.97719  -1.37266
C  -2.91713  1.62798  -1.37118
C  -3.99540  0.74458  -1.41798
C  -3.66845  -0.61193  -1.38069
F  -4.70460  -1.51749  -1.39325
C  -2.37162  -1.07623  -1.26457
C  -1.26869  -0.15914  -1.14754
C  0.02880  -0.72131  -0.95721
C  1.32355  -0.15456  -1.14146
C  2.42876  -1.07199  -1.22841
C  3.72463  -0.61437  -1.36034
F  4.76102  -1.51969  -1.37470
C  4.05446  0.74417  -1.42353
C  2.97011  1.62568  -1.41648
F  3.24913  2.97443  -1.46447
C  1.64640  1.22822  -1.30799
C  -1.59372  1.23081  -1.24417
H  -5.01943  1.09003  -1.46363
H  -2.16927  -2.14808  -1.26701
H  0.03224  -1.80484  -0.79356
H  2.22902  -2.14485  -1.21433
H  5.07737  1.08844  -1.47247
H  0.86119  1.97591  -1.35747
H  -0.81033  1.98106  -1.20351
C  0.12313  -0.44748  4.55705
S  -0.13423  -1.06691  2.91711
N  -0.19305  0.27508  2.10637
O  1.02751  -1.90045  2.58724
O  -1.38918  -1.82839  2.97537
H  0.26471  -1.27047  5.26533
H  1.01491  0.17928  4.56067
H  -0.74112  0.13637  4.88157
H  -0.64499  0.17895  1.18788

Summary:
Relative energy (zero: lowest compared OMol25 entry of this formula, charge and spin), kcal/mol: 0.0
HOMO-LUMO gap, eV: 3.961
Total charge: 0